# 1
120
Properties=species:S:1:pos:R:3:lowdin_charge:R:1 method="wB97M-V/def2-TZVPD" gap_ev=6.4 homo_energy_ev=-12.000 relative_energy_kcal_mol=24.5 charge=+2 lumo_ev=-5.6042 total_energy_ev=-159655.8961
Sn -1.1196 -0.0061 2.1781 1.272
O -2.3742 2.5940 3.0286 0.081
C -2.6658 3.2156 2.0540 -0.438
O -2.3467 2.6578 0.7893 -0.215
C -3.3094 4.5037 1.8880 -0.135
C -3.7986 5.3116 2.9127 0.041
C -4.3744 6.5254 2.5751 -0.013
C -4.4685 6.9207 1.2431 -0.018
C -3.9871 6.1212 0.2104 -0.022
C -3.4062 4.9111 0.5419 -0.206
P -2.7547 3.5693 -0.4750 1.094
C -4.0659 2.6493 -1.3014 -0.286
C -4.2295 2.6295 -2.6815 -0.069
C -5.2765 1.8996 -3.2187 -0.045
C -6.1556 1.2175 -2.3900 -0.033
C -5.9950 1.2546 -1.0120 -0.057
C -4.9528 1.9745 -0.4637 -0.069
C -1.1721 3.9249 -1.2602 -0.273
C -0.4046 4.8940 -0.6156 -0.070
C 0.8957 5.1146 -1.0246 -0.042
C 1.4260 4.3675 -2.0665 -0.031
C 0.6604 3.4040 -2.7036 -0.056
C -0.6458 3.1744 -2.3057 -0.074
H -3.7407 4.9770 3.9360 0.137
H -4.7529 7.1737 3.3500 0.126
H -4.9358 7.8615 0.9983 0.124
H -4.0547 6.4511 -0.8172 0.126
H -3.5509 3.1777 -3.3168 0.113
H -5.4133 1.8758 -4.2880 0.121
H -6.9740 0.6595 -2.8170 0.123
H -6.6750 0.7275 -0.3609 0.123
H -4.8237 2.0036 0.6093 0.117
H -0.8219 5.4602 0.2046 0.114
H 1.4904 5.8632 -0.5261 0.121
H 2.4450 4.5310 -2.3740 0.123
H 1.0815 2.8203 -3.5045 0.118
H -1.2346 2.4162 -2.7980 0.099
C 1.6047 2.2731 3.8621 -0.017
C 1.1697 1.0438 4.5901 -0.332
C 1.5642 0.7676 5.8846 -0.029
C 1.1363 -0.4194 6.4815 -0.031
C 0.3660 -1.3082 5.7683 -0.014
C 0.0111 -0.9960 4.4469 -0.491
N 0.4076 0.1881 3.9086 -0.019
N -0.7134 -1.7204 3.5758 -0.201
Si -1.2192 -3.3903 3.8054 0.452
C 0.2173 -4.4559 4.4520 -0.160
C -1.6900 -3.9650 2.0526 -0.204
C -2.8061 -3.4995 4.8605 -0.162
H 2.6003 2.1253 3.4432 0.091
H 1.6522 3.1294 4.5280 0.088
H 0.9123 2.4738 3.0401 0.057
H 2.1689 1.4808 6.4190 0.115
H 1.4144 -0.6432 7.5017 0.120
H 0.0125 -2.2226 6.2103 0.096
H 1.1663 -4.1395 4.0316 0.031
H 0.0689 -5.4952 4.1812 0.031
H 0.3085 -4.4230 5.5319 0.022
H -0.9065 -3.7336 1.3336 0.003
H -2.6102 -3.4731 1.7419 -0.015
H -1.8627 -5.0330 2.0339 0.038
H -2.6513 -3.2392 5.9033 0.024
H -3.2028 -4.5104 4.8336 0.031
H -3.5766 -2.8408 4.4665 0.023
C -2.3474 -3.2298 -1.4527 -0.294
As -2.3056 -1.6230 -0.3185 0.989
C -4.2191 -1.5195 0.1046 -0.307
C -2.2768 -0.3008 -1.7823 -0.302
H -3.0859 -3.1096 -2.2416 0.032
H -2.5988 -4.1033 -0.8520 0.027
H -1.3687 -3.3841 -1.9083 0.005
H -4.7994 -1.3732 -0.8048 0.022
H -4.4040 -0.6847 0.7829 0.007
H -4.5561 -2.4328 0.5930 0.031
H -3.1958 -0.3414 -2.3635 0.029
H -1.4377 -0.4974 -2.4495 0.028
H -2.1684 0.7088 -1.3794 -0.021
C 4.5533 -2.5607 0.1415 -0.026
C 5.0354 -1.2524 -0.4924 -0.497
C 6.5717 -1.3125 -0.5461 -0.038
C 4.6396 -0.0687 0.4083 -0.034
C 4.4412 -1.0534 -1.9358 -0.431
O 4.6737 0.2614 -2.3966 -0.004
C 5.0726 -2.0579 -2.9334 -0.106
C 4.5325 -1.9904 -4.3698 -0.121
C 3.1954 -2.6473 -4.5672 -0.257
C 2.1240 -1.9407 -5.1021 -0.056
C 0.8699 -2.5153 -5.2136 -0.100
C 0.6795 -3.8180 -4.7801 -0.674
Cl -0.9076 -4.5099 -4.8163 0.683
C 1.7474 -4.5649 -4.3079 -0.090
C 2.9950 -3.9756 -4.2075 -0.033
C 2.8987 -1.2282 -2.0113 -0.030
N 2.0938 -0.5092 -1.0606 -0.079
C 1.2992 -1.0076 -0.1145 -0.139
N 0.6792 -0.0158 0.5111 -0.050
C 1.1429 1.0915 -0.1134 -0.201
N 1.9848 0.8164 -1.0704 0.157
H 5.0121 -2.6712 1.1211 0.098
H 4.8468 -3.4197 -0.4551 0.086
H 3.4758 -2.5828 0.2763 0.061
H 6.9644 -1.3439 0.4669 0.092
H 7.0028 -0.4413 -1.0343 0.092
H 6.9210 -2.2085 -1.0503 0.085
H 5.3760 0.0608 1.1962 0.088
H 3.6778 -0.2276 0.8904 0.065
H 4.5920 0.8530 -0.1668 0.080
H 5.6251 0.4060 -2.4425 0.108
H 4.9805 -3.0718 -2.5506 0.111
H 6.1338 -1.8189 -2.9936 0.120
H 5.2571 -2.4960 -5.0119 0.131
H 4.4881 -0.9456 -4.6799 0.119
H 2.2693 -0.9233 -5.4366 0.121
H 0.0456 -1.9616 -5.6349 0.105
H 1.6053 -5.5959 -4.0243 0.111
H 3.8234 -4.5632 -3.8432 0.122
H 2.6428 -2.2842 -1.9415 0.144
H 2.6127 -0.8509 -2.9947 0.124
H 1.1657 -2.0466 0.1097 0.139
H 0.8577 2.0873 0.1618 0.110



# 2
122
Properties=species:S:1:pos:R:3:lowdin_charge:R:1 method="wB97M-V/def2-TZVPD" gap_ev=4.4 homo_energy_ev=-2.025 relative_energy_kcal_mol=399.2 charge=-2 lumo_ev=2.3624 total_energy_ev=-236552.0489
Rb 3.2217 -22.8449 -6.9100 0.503
O 1.5890 -22.0220 -4.7895 -0.225
C 1.0908 -23.1368 -4.5898 -0.514
C 1.6965 -24.1304 -3.7525 -0.008
C 1.3154 -25.4669 -3.7601 -0.128
N 0.3578 -25.8936 -4.6217 0.014
C -0.3227 -25.0553 -5.2165 -0.832
Br -1.9714 -25.6070 -6.0626 0.610
C -0.0813 -23.6970 -5.2844 -0.079
H 2.4331 -20.7861 -5.1265 -0.055
H 2.4810 -23.8718 -3.1170 0.082
H 1.7062 -26.2774 -3.1893 0.084
H -0.6245 -22.9224 -5.7566 0.061
C 4.7303 -27.2531 -7.7044 -0.217
P 4.7974 -25.5034 -8.4533 1.003
C 4.5300 -26.0965 -10.3043 -0.434
N 5.2339 -27.1584 -10.4860 0.126
C 4.9818 -27.6771 -11.9445 -0.113
C 5.7323 -28.8562 -12.2926 -0.080
C 5.4430 -29.4720 -13.3457 -0.119
C 4.4833 -28.8617 -14.3253 -0.085
C 3.8080 -27.7424 -13.9248 -0.021
C 4.2078 -27.0177 -12.7276 -0.335
N 3.6583 -25.8446 -12.5037 0.140
C 3.8296 -25.2536 -11.2373 -0.315
P 2.9139 -23.6984 -10.7136 1.003
C 1.1266 -24.3622 -10.8348 -0.209
C 2.8965 -22.6354 -12.2471 -0.660
C 2.1060 -21.3204 -11.7904 -0.095
C 4.3573 -22.1259 -12.4753 -0.082
C 2.2497 -23.2718 -13.5254 -0.111
C 6.7553 -25.1060 -8.4405 -0.893
C 7.0099 -24.0697 -9.4896 -0.121
C 7.0386 -24.5854 -6.9758 -0.108
C 7.4018 -26.3069 -8.6220 -0.220
H 5.4074 -27.7797 -8.2864 -0.009
H 3.7873 -27.2503 -7.5321 -0.047
H 5.2021 -27.0583 -6.7172 0.020
H 6.4241 -29.1015 -11.5441 0.104
H 5.3729 -30.6274 -13.7440 0.158
H 4.0678 -29.4063 -15.2324 0.109
H 3.1828 -27.1686 -14.6966 0.132
H 1.0593 -25.0465 -11.6223 0.010
H 0.6530 -23.4341 -11.0683 0.011
H 0.8513 -24.6599 -9.8294 0.032
H 1.3809 -21.1025 -12.6578 0.112
H 2.8037 -20.6255 -11.8014 -0.086
H 1.6458 -21.4212 -10.7544 0.055
H 4.7432 -21.7040 -11.6205 0.042
H 4.2185 -21.2739 -13.0548 0.059
H 5.0566 -22.7085 -12.8724 0.032
H 1.0981 -23.4410 -13.5046 0.096
H 2.7522 -24.2807 -13.8410 0.076
H 2.2673 -22.5740 -14.3277 0.046
H 6.2793 -22.9595 -9.2910 0.145
H 6.5420 -24.3757 -10.4847 0.067
H 8.1834 -23.6260 -9.0042 0.162
H 6.4009 -23.6844 -6.7722 0.058
H 8.3263 -24.2572 -6.9855 0.166
H 6.9630 -25.4256 -6.3096 0.029
H 7.2274 -26.7245 -9.6752 0.074
H 7.2091 -27.0231 -7.5514 0.153
H 8.7331 -26.2959 -8.6672 0.157
O 3.2070 -20.1252 -5.2734 -0.215
H 2.5215 -19.4174 -5.0302 0.058
H 3.3980 -26.2350 -3.5671 -0.190
N 0.0487 -18.0662 -12.7277 -0.032
C -0.8858 -18.2761 -12.0487 -0.138
H 1.1053 -17.9895 -13.0766 -0.137
C -1.4886 -21.1036 -8.5706 -0.471
Te 0.3785 -20.4521 -7.7695 1.097
C 0.3186 -18.6473 -8.9582 -0.486
H -2.2405 -20.9553 -7.7943 -0.022
H -1.4860 -22.1788 -8.8714 -0.001
H -1.5921 -20.3959 -9.5250 0.036
H 1.4113 -18.2445 -8.6847 0.040
H -0.6491 -17.9225 -8.6267 0.072
H -0.3222 -18.8058 -9.7560 -0.147
C 6.3748 -17.0434 -12.4213 -0.093
O 5.1183 -17.2163 -13.1447 -0.279
C 4.0516 -17.7713 -12.6302 -1.322
S 2.8131 -17.9111 -13.8089 0.544
S 3.9873 -18.4302 -11.0495 0.514
H 6.2121 -16.2942 -11.6496 0.077
H 6.9723 -16.5782 -13.1999 0.074
H 6.9183 -17.9488 -12.0899 0.086
C 4.3145 -26.4915 -4.0163 -0.296
Ge 5.7083 -26.0879 -2.7786 0.856
C 5.4329 -26.9702 -1.0285 -0.258
C 6.2733 -27.9359 -0.5902 -0.122
C 6.0211 -28.5150 0.6289 -0.094
C 4.8669 -28.1170 1.3446 -0.098
C 4.0870 -26.9902 0.9659 -0.078
C 4.3363 -26.4784 -0.3178 -0.113
C 7.3354 -26.8459 -3.8139 -0.233
C 7.3655 -28.1265 -4.3046 -0.251
C 8.4789 -28.5739 -4.7719 -0.163
C 9.8351 -27.9977 -4.7216 -0.123
C 9.9046 -26.8160 -4.0713 -0.179
C 8.6974 -26.1475 -3.7161 -0.086
C 6.0266 -24.1524 -2.5824 -0.274
C 5.4814 -23.5846 -1.4735 -0.127
C 5.1568 -22.1824 -1.4286 -0.085
C 5.5707 -21.3353 -2.4028 -0.120
C 6.3294 -21.8693 -3.4433 -0.074
C 6.5546 -23.2692 -3.5504 -0.080
H 4.2631 -25.4365 -4.8056 0.023
H 7.0843 -28.1957 -1.0736 0.047
H 6.6803 -29.3269 0.9745 0.100
H 4.4090 -28.7634 2.1659 0.106
H 3.2817 -26.6448 1.4849 0.059
H 3.5896 -25.7418 -0.5904 0.103
H 6.1867 -28.4618 -4.5405 0.153
H 8.3668 -29.8125 -5.2619 0.162
H 10.6132 -28.6504 -4.9158 0.053
H 10.9604 -26.2530 -3.6614 0.152
H 9.1436 -25.2585 -3.2248 0.081
H 5.0834 -24.1600 -0.6809 0.053
H 4.4322 -21.8992 -0.6399 0.104
H 5.3184 -20.3208 -2.5439 0.085
H 6.7309 -21.1953 -4.1910 0.096
H 6.8945 -23.5482 -4.4663 0.030